(1)
The following is a DFT calculation (ωB97M-V/def2-TZVPD) of the ion C6H10N2OP with charge +1 at a distorted geometry.

XYZ file:
```
20
Properties=species:S:1:pos:R:3:mulliken_charge:R:1
O -0.89642 2.62127 1.09223 -0.436
P -1.43184 1.92084 -0.05388 0.369
C 0.27932 1.75567 -1.47954 -0.969
C 1.16837 1.17410 -0.84342 0.575
N 1.84730 0.59376 0.07174 0.021
C 3.19348 0.62174 0.51963 -0.264
C 2.59685 -0.62863 -0.01903 -0.582
N -1.26449 -0.00356 0.15325 0.016
C -2.40862 -0.41353 0.88567 -0.463
C -2.42046 -0.69082 -0.51549 -0.279
H 0.13311 2.11697 -2.37381 0.627
H 3.43833 0.89544 1.57548 0.245
H 3.94638 1.15624 -0.19122 0.261
H 3.13916 -0.91451 -0.87817 0.277
H 2.39790 -1.44693 0.60082 0.273
H -0.44185 -0.60001 0.23316 0.193
H -2.96934 0.22563 1.44093 0.313
H -2.23092 -1.23760 1.57131 0.273
H -2.19155 -1.62636 -0.88614 0.293
H -3.11493 -0.13624 -1.11899 0.256
```

Computed properties:
relative energy (zero: lowest compared OMol25 entry of this formula, charge and spin)	78.5	kcal/mol
HOMO	-13.17	eV
net charge	+1
structure (SMILES)	[O-]P(C=C=[N+]1CC1)[NH+]1CC1
LUMO	-4.1	eV
HOMO-LUMO gap	9.06	eV



(2)
The following is a DFT calculation (ωB97M-V/def2-TZVPD) of the molecule C6H10N2OS at a distorted geometry.

XYZ file:
```
20
Properties=species:S:1:pos:R:3:mulliken_charge:R:1
C 0.73465 -1.81975 -1.14798 -0.225
C 2.10839 -0.65942 -2.28560 -0.263
C 0.08674 -0.65302 -1.41282 0.217
C 0.16517 -0.11922 1.54861 -1.233
C -1.58842 1.50391 1.73848 -1.342
C -0.56699 0.99561 0.88380 0.387
N 1.97129 -1.78960 -1.66319 -0.524
N 0.94797 0.08076 -2.20232 -0.056
O -2.32198 -0.81896 -0.22108 -0.603
S -1.31605 0.26211 -0.69014 0.279
H 0.38502 -2.50126 -0.33461 0.382
H 3.02686 -0.49009 -2.77538 0.460
H -0.44547 -1.03808 1.35086 0.255
H 1.13034 -0.46302 0.91214 0.225
H 0.36442 -0.03774 2.56397 0.451
H -2.44729 0.77152 1.80179 0.305
H -2.07980 2.50320 1.39596 0.291
H -1.11253 1.64708 2.68620 0.431
H 0.10804 1.65428 0.34788 0.436
H 0.84965 0.97168 -2.49655 0.126
```

Computed properties:
relative energy (zero: lowest compared OMol25 entry of this formula, charge and spin)	71.1	kcal/mol
HOMO	-8.82	eV
net charge	0
LUMO	0.4	eV
HOMO-LUMO gap	9.24	eV



(3)
The following is a DFT calculation (ωB97M-V/def2-TZVPD) of the molecule C6H10N2OS at a distorted geometry.

XYZ file:
```
20
Properties=species:S:1:pos:R:3:mulliken_charge:R:1
C -1.69383 2.53301 -1.22286 -0.769
C -1.60318 1.52132 -0.23574 -0.215
C -0.44433 2.63539 -1.87088 -0.339
C -0.26834 1.10288 -0.19776 -0.036
C -0.22862 -2.10273 0.00359 -0.849
C 1.08437 -2.06979 2.02171 -0.999
N 0.37150 1.82829 -1.17583 0.012
N 0.29329 -1.31280 1.05018 0.014
O 2.20445 0.30820 -0.27706 -0.720
S 0.98049 0.26204 0.79090 0.423
H -2.56395 3.12724 -1.66219 0.279
H -2.16824 1.05818 0.53217 0.510
H -0.08122 3.19429 -2.66691 0.505
H -0.72043 -3.08910 0.44630 0.315
H -1.00322 -1.52592 -0.43091 0.311
H 0.59752 -2.35522 -0.79549 0.278
H 0.49744 -2.77961 2.43709 0.412
H 1.90623 -2.59203 1.63747 0.400
H 1.47248 -1.35737 2.88911 0.258
H 1.36758 1.61374 -1.27290 0.209
```

Computed properties:
relative energy (zero: lowest compared OMol25 entry of this formula, charge and spin)	83.8	kcal/mol
HOMO	-8.56	eV
net charge	0
LUMO	0.8	eV
HOMO-LUMO gap	9.36	eV



(4)
The following is a DFT calculation (ωB97M-V/def2-TZVPD) of the molecule C6H10N2S.

XYZ file:
```
19
Properties=species:S:1:pos:R:3:mulliken_charge:R:1
C -3.20716 0.76862 0.03317 -1.226
C -1.73614 0.95937 -0.09535 -0.055
C -0.83202 0.04033 0.24447 -0.314
C 0.60152 0.18040 0.15215 0.046
C 1.31386 1.27459 -0.17327 -0.224
S 3.04017 1.04131 -0.17919 -0.175
C 2.75468 -0.64095 0.55637 -0.441
N 1.38266 -0.99607 0.36725 0.061
N 1.21676 -2.00274 -0.62494 -0.612
H -3.68828 0.87373 -0.93983 0.303
H -3.62894 1.53124 0.68809 0.309
H -3.44312 -0.21201 0.43884 0.312
H -1.41876 1.91293 -0.49357 0.283
H -1.16477 -0.91331 0.63594 0.229
H 0.93738 2.25498 -0.38489 0.354
H 2.97243 -0.53777 1.62183 0.269
H 3.41726 -1.37311 0.09989 0.379
H 1.08247 -1.60294 -1.55600 0.248
H 0.40001 -2.55861 -0.39098 0.253
```

Computed properties:
relative energy (zero: lowest compared OMol25 entry of this formula, charge and spin)	27.8	kcal/mol
HOMO	-7.36	eV
net charge	0
structure (SMILES)	C/C=C/C1=CSCN1N
LUMO	0.9	eV
HOMO-LUMO gap	8.24	eV



(5)
The following is a DFT calculation (ωB97M-V/def2-TZVPD) of a structure of composition C6H10N3 at a distorted geometry.

XYZ file:
```
19
Properties=species:S:1:pos:R:3:mulliken_charge:R:1
C -0.92120 -0.06814 -1.07431 -0.160
C 0.18178 1.94601 3.52962 -0.518
C 0.96962 -1.16139 -1.53475 -0.416
C -0.17152 -1.64537 -2.36622 -0.465
C -0.27926 2.17734 2.29341 -0.156
C 0.68077 0.59833 2.93895 -0.050
N 0.34513 -0.12585 -0.71565 -0.024
N 0.23086 0.78832 1.77307 -0.315
N -1.24465 -0.71515 -2.15718 -0.071
H -1.47173 0.76387 -0.76733 0.358
H 0.04778 2.34257 4.59731 0.310
H 1.47212 -2.00305 -1.01534 0.300
H 1.69417 -0.73178 -2.26095 0.249
H 0.06258 -1.63444 -3.47536 0.304
H -0.39232 -2.65563 -2.10238 0.284
H -0.92762 2.79447 1.57768 0.281
H 1.31885 -0.27514 3.18236 0.374
H 0.53693 0.28154 0.25733 0.470
H -2.13230 -0.67652 -2.68024 0.248
```

Computed properties:
relative energy (zero: lowest compared OMol25 entry of this formula, charge and spin)	104.0	kcal/mol
HOMO	-12.70	eV
net charge	+1
LUMO	-3.7	eV
HOMO-LUMO gap	9.02	eV



(6)
The following is a DFT calculation (ωB97M-V/def2-TZVPD) of a structure of composition C6H10N3 at a distorted geometry.

XYZ file:
```
19
Properties=species:S:1:pos:R:3:mulliken_charge:R:1
C 1.72879 -1.32151 -0.02349 0.245
C 1.04297 1.28436 -0.02286 0.444
C -1.24955 0.78781 0.32284 -0.670
C 0.58269 -0.62513 -0.44117 -0.584
C -0.77423 -0.65169 0.42971 0.412
C -1.81404 -1.64079 -0.12217 -1.449
N 2.73541 -1.77567 0.25944 -0.357
N -0.14542 1.76274 0.15649 -0.022
N 2.32727 1.59103 -0.09558 -0.301
H -1.79092 0.74762 -0.69328 0.276
H -1.85927 1.11555 1.18612 0.362
H 0.41932 -0.52239 -1.45765 0.517
H -0.58616 -1.01490 1.45372 0.383
H -1.30718 -2.60174 -0.29757 0.373
H -2.08799 -1.29174 -1.16624 0.348
H -2.73398 -1.65551 0.41958 0.404
H -0.23713 2.67811 0.41351 0.218
H 2.80951 0.76297 -0.32869 0.174
H 2.93990 2.37089 0.00730 0.228
```

Computed properties:
relative energy (zero: lowest compared OMol25 entry of this formula, charge and spin)	59.1	kcal/mol
HOMO	-15.30	eV
net charge	+1
LUMO	-3.9	eV
HOMO-LUMO gap	11.42	eV